Entry from the OMol25 dataset: C28H44As3CaNO4S as an isolated structure (ωB97M-V/def2-TZVPD).

Each line ends with the Mulliken charge.
Cartesian coordinates (Å):
Ca: 0.005 -0.174 0.239  0.996
C: -3.666 -3.374 0.346  -1.255
As: -2.082 -2.234 0.261  0.289
C: -2.664 -0.992 -1.177  -0.818
C: -1.410 -4.218 -1.831  -2.026
C: -0.719 -4.150 -3.195  2.894
C: -0.539 -5.542 -3.854  -2.245
C: 0.705 -3.572 -3.059  -2.131
As: 0.909 -1.767 -2.316  0.946
C: 0.645 -0.624 -3.886  -1.254
C: 2.868 -1.702 -2.362  -1.252
C: -1.524 -3.256 -4.155  -0.748
As: -3.386 -3.805 -4.488  0.256
C: -3.908 -2.097 -5.324  -1.185
C: -3.128 -4.749 -6.207  -1.191
H: -4.018 -3.519 -0.671  0.392
H: -4.433 -2.916 0.963  0.467
H: -3.385 -4.345 0.752  0.312
H: -3.187 -1.609 -1.903  -0.121
H: -1.851 -0.491 -1.714  0.416
H: -3.320 -0.249 -0.730  0.616
H: -2.298 -4.862 -1.916  0.345
H: -0.737 -4.702 -1.106  0.363
H: 0.093 -6.169 -3.218  0.459
H: -0.079 -5.488 -4.858  0.366
H: -1.504 -6.048 -3.941  0.380
H: 1.236 -3.570 -4.019  0.529
H: 1.267 -4.229 -2.389  0.437
H: 1.079 -1.094 -4.769  0.440
H: 1.136 0.328 -3.675  0.407
H: -0.414 -0.436 -4.056  0.322
H: 3.216 -2.071 -3.327  0.401
H: 3.258 -2.333 -1.562  0.326
H: 3.193 -0.677 -2.192  0.353
H: -1.043 -3.134 -5.137  0.817
H: -1.638 -2.265 -3.709  -0.462
H: -4.033 -1.345 -4.543  0.262
H: -4.856 -2.219 -5.851  0.409
H: -3.140 -1.759 -6.025  0.346
H: -2.762 -5.759 -6.021  0.318
H: -2.408 -4.216 -6.837  0.306
H: -4.088 -4.809 -6.724  0.417
O: 2.948 1.776 -1.567  -0.740
S: 1.946 1.619 -0.526  1.204
O: 2.155 0.305 0.215  -0.892
O: 1.893 2.705 0.447  -0.649
O: 0.564 1.438 -1.144  -0.809
C: 0.727 1.387 3.795  -2.462
C: -0.813 1.351 3.790  3.463
C: -1.245 0.208 4.719  -1.722
C: -1.192 1.172 2.313  -1.589
C: -1.396 2.668 4.330  -0.802
C: -0.621 3.710 4.831  -0.460
C: -1.207 4.877 5.322  -0.715
C: -2.583 5.026 5.328  -0.398
C: -3.372 3.999 4.820  -0.827
C: -2.783 2.847 4.326  0.379
H: 1.107 0.423 3.455  0.383
H: 1.128 1.560 4.801  0.494
H: 1.126 2.137 3.108  0.513
H: -0.897 -0.753 4.331  0.385
H: -2.327 0.142 4.840  0.259
H: -0.801 0.363 5.707  0.466
H: -0.689 1.942 1.711  1.006
H: 0.458 3.633 4.820  0.359
H: -0.572 5.675 5.692  0.357
H: -3.039 5.933 5.709  0.356
H: -4.451 4.099 4.799  0.384
H: -3.399 2.060 3.910  0.225
N: -1.880 0.277 1.619  -0.782
C: -2.541 -0.880 1.752  -0.738
C: -3.229 -1.329 2.962  0.744
C: -4.198 -0.499 3.570  -0.507
C: -4.923 -0.897 4.678  -0.432
C: -4.739 -2.169 5.225  -0.550
C: -3.825 -3.020 4.622  -0.742
C: -3.084 -2.613 3.515  -0.191
H: -4.385 0.467 3.116  0.594
H: -5.652 -0.218 5.109  0.348
H: -5.309 -2.488 6.090  0.345
H: -3.666 -4.018 5.018  0.369
H: -2.367 -3.304 3.092  0.473

Computed properties:
HOMO energy = -0.469 eV
gap between HOMO and LUMO = 4.87 eV
LUMO = 4.401 eV
strongest force on any atom = 0.5 eV/Å
charge = -2